[1]
# C8H12O8Pt

C8H12O8Pt as an isolated structure (ωB97M-V/def2-TZVPD, the Open Molecules 2025 dataset).

Last column: Löwdin charge in e.
Atoms and positions in Å:
Pt1 -40.308 -2.779 -6.553  1.31
C1 -39.804 -0.639 -10.183  -0.03
C2 -39.817 -1.552 -8.979  -0.76
O1 -38.853 -1.652 -8.205  -0.05
O2 -40.915 -2.142 -8.721  -0.16
H1 -38.913 -0.035 -10.354  0.06
H2 -40.679 0.008 -10.139  0.06
H3 -39.827 -1.295 -11.061  0.07
C3 -38.468 -2.931 -3.071  -0.04
C4 -37.761 -2.325 -4.272  -0.75
O3 -36.564 -1.992 -4.181  -0.07
O4 -38.392 -2.313 -5.363  -0.15
H4 -39.476 -2.509 -3.029  0.06
H5 -37.897 -2.725 -2.163  0.05
H6 -38.601 -4.013 -3.128  0.06
C5 -43.812 -1.559 -4.593  -0.03
C6 -42.520 -2.054 -5.201  -0.77
O5 -41.512 -1.302 -5.163  -0.11
O6 -42.446 -3.214 -5.684  -0.12
H7 -43.711 -0.588 -4.120  0.06
H8 -44.234 -2.360 -3.983  0.07
H9 -44.556 -1.439 -5.389  0.07
C7 -38.255 -6.754 -7.496  -0.05
C8 -38.313 -5.228 -7.352  -0.74
O7 -39.401 -4.725 -6.923  -0.20
O8 -37.262 -4.647 -7.611  -0.01
H10 -39.220 -7.278 -7.546  0.05
H11 -37.713 -7.145 -6.636  0.06
H12 -37.819 -7.024 -8.459  0.05

Summary:
Net charge: -2
Highest occupied orbital energy (spin up / spin down) in eV: -1.15 / -1.61
Energy relative to the best compared isomer or geometry (same formula, charge and spin) in kJ/mol: 62.0
2S+1: 3
Electronic energy in eV: -28117.47723
⟨S²⟩: 2.004

***

[2]
# C8H12OSSi

A single C8H12OSSi molecule (ωB97M-V/def2-TZVPD, the Open Molecules 2025 dataset).

Last column: Löwdin charge in e.
Atoms and positions in Å:
C1 -0.213 1.812 -0.758  -0.27
C2 -1.031 2.937 -0.680  -0.42
C3 -0.454 0.560 -0.375  -0.11
C4 -2.809 2.118 1.252  -0.43
C5 -3.340 1.401 2.150  -0.35
C6 -0.244 -2.484 0.203  -0.19
C7 2.036 -0.525 1.124  -0.16
C8 1.765 -1.273 -1.919  -0.17
O1 -3.607 0.673 3.034  0.10
Si1 0.778 -0.969 -0.258  0.61
S1 -2.427 3.302 0.189  1.03
H1 0.719 2.126 -1.133  0.09
H2 -0.754 3.914 -1.010  0.04
H3 -1.363 0.328 0.309  0.08
H4 0.338 -3.268 0.567  0.00
H5 -1.250 -2.375 0.771  0.08
H6 -0.543 -3.016 -0.661  0.00
H7 2.144 0.472 0.997  -0.03
H8 1.580 -0.758 2.059  0.02
H9 2.962 -1.091 0.930  0.04
H10 2.807 -0.967 -2.017  0.02
H11 1.626 -2.304 -2.135  0.00
H12 1.281 -0.611 -2.639  0.01

Summary:
Net charge: 0
Highest occupied orbital energy (spin up / spin down) in eV: -8.34 / -8.12
Energy relative to the best compared isomer or geometry (same formula, charge and spin) in kJ/mol: 0.0
2S+1: 1
Electronic energy in eV: -29247.06499

***

[3]
# C8H12Si

A single C8H12Si molecule (ωB97M-V/def2-TZVPD, the Open Molecules 2025 dataset).

Last column: Löwdin charge in e.
Atoms and positions in Å:
C1 0.813 0.884 -2.300  -0.06
C2 2.551 0.974 1.057  -0.06
C3 -1.169 -2.379 -0.808  -0.04
C4 -2.414 0.957 1.228  -0.05
C5 -0.159 0.817 -1.423  -0.22
C6 1.746 -0.056 0.993  -0.23
C7 -0.194 -1.851 -0.080  -0.22
C8 -1.169 0.573 1.468  -0.22
Si1 0.046 -0.045 0.223  0.54
H1 1.716 0.352 -2.129  0.04
H2 0.709 1.539 -3.153  0.05
H3 2.194 1.949 0.716  0.06
H4 3.499 0.942 1.558  0.05
H5 -1.191 -3.427 -0.987  0.04
H6 -1.884 -1.788 -1.281  0.03
H7 -2.729 1.224 0.252  0.03
H8 -3.091 1.125 2.057  0.05
H9 -1.072 1.344 -1.598  0.04
H10 2.010 -0.988 1.413  0.04
H11 0.590 -2.441 0.338  0.04
H12 -0.801 0.296 2.457  0.06

Summary:
Net charge: 0
Highest occupied orbital energy in eV: -9.53
Energy relative to the best compared isomer or geometry (same formula, charge and spin) in kJ/mol: 32.6
2S+1: 1
Electronic energy in eV: -16365.39393

***

[4]
# C8H13BrClN3

A 2-piece molecular cluster, C8H13BrClN3 overall (ωB97M-V/def2-TZVPD, the Open Molecules 2025 dataset).

Last column: Löwdin charge in e.
Atoms and positions in Å:
C1 -1.797 -0.891 -0.971  -1.23
C2 -1.255 -2.943 0.498  0.05
C3 1.351 2.840 0.830  -0.20
C4 0.522 2.454 -0.384  -0.15
C5 0.191 2.433 1.780  -0.18
C6 -0.456 1.784 0.620  -0.33
C7 0.761 -4.018 -0.701  -0.11
C8 -0.270 0.192 0.670  -0.07
N1 0.474 -0.939 -1.313  0.10
N2 -0.574 -0.521 -0.692  -0.37
N3 -0.327 -3.416 -0.020  -0.08
Cl1 -3.150 -0.040 -0.267  0.63
Br1 -2.211 -1.556 -2.683  0.70
H1 2.105 2.236 1.187  0.07
H2 1.563 3.988 0.888  0.14
H3 0.093 3.462 -0.611  0.11
H4 1.145 2.022 -1.232  0.12
H5 0.429 1.730 2.598  0.11
H6 -0.354 3.339 2.195  0.13
H7 -1.515 2.044 0.375  0.11
H8 1.411 -3.375 -1.273  0.06
H9 1.466 -4.508 -0.041  0.08
H10 0.389 -4.853 -1.402  0.12
H11 0.763 0.010 0.866  0.11
H12 -0.986 -0.295 1.355  0.09
H13 0.234 -1.179 -2.273  0.00

Summary:
Net charge: 0
Highest occupied orbital energy (spin up / spin down) in eV: -5.87 / -10.13
2S+1: 3
Electronic energy in eV: -95534.39515
⟨S²⟩: 2.007

***

[5]
# C8H13Cl2N2O

A 2-piece molecular cluster, C8H13Cl2N2O overall (ωB97M-V/def2-TZVPD, the Open Molecules 2025 dataset).

Last column: Löwdin charge in e.
Atoms and positions in Å:
C1 2.915 -0.162 0.366  -0.06
C2 2.398 1.209 0.223  -0.07
C3 2.016 -1.126 0.130  -0.10
C4 1.225 1.565 -0.303  -0.09
C5 0.719 -0.902 -0.501  -0.09
C6 0.153 0.651 -0.634  -0.41
C7 -3.240 -1.375 0.243  -0.66
C8 -1.218 0.753 0.256  -0.69
N1 -3.371 -1.290 1.543  0.12
N2 -0.575 0.956 -1.949  0.14
O1 -1.014 0.445 1.529  -0.07
Cl1 -4.267 -0.564 -0.691  0.83
Cl2 -1.844 2.472 -0.081  0.62
H1 3.970 -0.128 0.772  0.13
H2 3.119 1.970 0.463  0.10
H3 2.284 -2.164 0.373  0.12
H4 1.053 2.687 -0.424  0.13
H5 0.653 -1.309 -1.515  0.12
H6 -0.103 -1.343 0.084  0.09
H7 -2.340 -1.917 -0.310  0.15
H8 -3.863 -0.661 2.131  0.13
H9 -2.672 -1.827 2.059  0.14
H10 -0.023 0.632 -2.788  0.20
H11 -0.995 1.790 -1.601  -0.03
H12 -1.456 0.394 -1.997  0.14
H13 -0.528 1.094 2.002  0.09

Summary:
Net charge: +1
Highest occupied orbital energy (spin up / spin down) in eV: -10.49 / -10.50
Energy relative to the best compared isomer or geometry (same formula, charge and spin) in kJ/mol: 336.5
2S+1: 1
Electronic energy in eV: -38567.53101

***

[6]
# C8H13ClN2

A 2-piece molecular cluster, C8H13ClN2 overall (ωB97M-V/def2-TZVPD, the Open Molecules 2025 dataset).

Last column: Löwdin charge in e.
Atoms and positions in Å:
C1 3.993 -0.959 -0.368  -0.21
C2 3.076 -0.044 -0.851  -0.17
C3 2.631 -0.459 1.197  -0.21
C4 -3.117 0.736 -0.404  -0.05
C5 -1.246 -0.998 -0.588  -0.04
C6 -1.484 0.265 1.410  -0.06
C7 -0.615 1.196 -0.728  -0.49
C8 -1.630 0.440 -0.064  -0.71
N1 3.722 -1.189 0.895  0.03
N2 2.256 0.316 0.142  0.02
Cl1 -0.862 2.039 -2.111  0.76
H1 4.921 -1.111 -0.807  0.07
H2 3.058 0.413 -1.856  0.11
H3 -3.670 0.054 0.168  0.07
H4 -3.252 0.635 -1.430  0.05
H5 -3.249 1.650 0.095  0.07
H6 -2.040 -1.811 -0.506  0.13
H7 -0.391 -1.261 -0.060  0.05
H8 -0.998 -1.006 -1.664  0.09
H9 -0.512 0.398 1.716  0.04
H10 -2.211 0.935 2.022  0.12
H11 -1.863 -0.747 1.672  0.10
H12 2.143 -0.396 2.184  0.11
H13 1.340 0.901 -0.063  0.12

Summary:
Net charge: 0
Highest occupied orbital energy in eV: -8.06
Energy relative to the best compared isomer or geometry (same formula, charge and spin) in kJ/mol: 310.7
2S+1: 1
Electronic energy in eV: -24005.19671

***

[7]
# C8H13ClN2O

A single C8H13ClN2O molecule (ωB97M-V/def2-TZVPD, the Open Molecules 2025 dataset).

Last column: Löwdin charge in e.
Atoms and positions in Å:
C1 -0.775 2.014 -0.203  -0.16
C2 0.434 0.937 -0.503  -0.08
C3 -0.520 3.042 -1.136  -0.69
C4 2.156 -0.589 0.390  -0.05
C5 0.514 -1.438 -1.234  -0.04
C6 -0.166 -0.643 1.141  -0.04
C7 -2.939 1.406 0.279  -0.14
C8 0.721 -0.459 -0.065  -0.59
N1 0.520 2.714 -1.905  0.00
N2 1.028 1.556 -1.506  0.00
O1 -1.740 1.806 0.759  -0.17
Cl1 -1.215 4.639 -1.285  0.65
H1 2.751 -0.116 -0.386  0.07
H2 2.380 -0.036 1.258  0.08
H3 2.392 -1.670 0.415  0.10
H4 -0.365 -1.207 -1.816  0.07
H5 1.327 -1.528 -2.003  0.10
H6 0.287 -2.481 -0.918  0.09
H7 0.288 -1.511 1.788  0.14
H8 -0.338 0.352 1.619  0.10
H9 -1.155 -0.769 0.751  0.06
H10 -3.488 2.199 -0.291  0.10
H11 -3.445 0.981 1.217  0.12
H12 -2.772 0.497 -0.412  0.11
H13 1.926 1.301 -1.932  0.17

Summary:
Net charge: 0
Highest occupied orbital energy in eV: -8.45
Energy relative to the best compared isomer or geometry (same formula, charge and spin) in kJ/mol: 189.2
2S+1: 1
Electronic energy in eV: -26054.04455

***

[8]
# C8H13FN4O

A single C8H13FN4O molecule (ωB97M-V/def2-TZVPD, the Open Molecules 2025 dataset).

Last column: Löwdin charge in e.
Atoms and positions in Å:
C1 1.158 1.824 -0.695  -0.07
C2 -0.387 1.908 -0.494  -0.39
C3 -0.803 3.222 0.212  -0.08
C4 -1.003 0.666 0.219  -0.32
C5 -0.408 0.377 1.609  -0.06
C6 -0.919 -0.508 -0.779  -0.14
O1 -1.377 -1.787 -0.254  -0.03
C7 -0.293 -2.614 -0.165  -0.43
N1 0.036 -3.238 -1.289  0.16
N2 1.105 -4.006 -1.212  0.15
C8 1.679 -4.035 -0.032  -0.43
F1 2.770 -4.769 0.029  0.12
N3 1.344 -3.459 1.097  0.16
N4 0.274 -2.687 1.030  0.17
H1 1.567 2.846 -0.652  0.07
H2 1.352 1.463 -1.717  0.08
H3 1.676 1.168 0.016  0.07
H4 -0.831 1.937 -1.508  0.13
H5 -0.382 4.055 -0.377  0.08
H6 -0.436 3.287 1.246  0.08
H7 -1.900 3.316 0.160  0.08
H8 -2.078 0.882 0.381  0.14
H9 -0.801 -0.538 2.066  0.07
H10 0.694 0.359 1.628  0.07
H11 -0.691 1.208 2.281  0.08
H12 0.138 -0.588 -1.098  0.12
H13 -1.483 -0.291 -1.701  0.14

Summary:
Net charge: 0
Highest occupied orbital energy in eV: -10.30
2S+1: 1
Electronic energy in eV: -19229.47388

***

[9]
# C8H13N

A single C8H13N molecule (ωB97M-V/def2-TZVPD, the Open Molecules 2025 dataset).

Last column: Löwdin charge in e.
Atoms and positions in Å:
C1 -2.439 -1.029 -0.642  -0.08
C2 -1.845 -0.456 0.700  -0.23
C3 -0.761 0.469 0.432  -0.15
C4 -0.884 1.777 -0.144  -0.05
C5 0.405 2.327 -0.328  -0.13
C6 1.403 1.536 0.126  -0.09
C7 0.813 0.324 0.688  -0.32
C8 2.445 -1.269 -0.557  -0.12
H1 -2.547 -0.215 -1.339  0.06
H2 -1.692 -1.774 -0.893  0.06
H3 -3.368 -1.636 -0.483  0.08
H4 -2.647 0.043 1.224  0.10
H5 -1.449 -1.285 1.303  0.11
H6 -1.820 2.227 -0.543  0.11
H7 0.428 3.348 -0.751  0.11
H8 2.455 1.796 0.108  0.11
H9 0.806 0.614 1.794  0.18
H10 1.100 -1.731 0.968  0.13
H11 3.129 -1.931 0.021  0.08
H12 2.048 -1.910 -1.338  0.06
H13 2.945 -0.295 -0.779  0.09
N1 1.476 -0.929 0.434  -0.11

Summary:
Net charge: 0
Highest occupied orbital energy in eV: -7.73
Energy relative to the best compared isomer or geometry (same formula, charge and spin) in kJ/mol: 243.2
2S+1: 1
Electronic energy in eV: -9994.32087